Formula: C44H46AsIrN7O3
Source: the Open Molecules 2025 dataset
Level of theory: ωB97M-V/def2-TZVPD

```
! RIJCOSX wB97M-V def2-TZVPD def2/J DEFGRID3
* xyz 2 2
Ir 0.1177 0.1490 1.8663
O 2.0014 -0.1609 5.3592
C 1.5731 0.5801 4.4444
N 0.3434 0.5025 3.9423
C -0.5701 -0.3136 4.7272
C -1.8288 -0.5438 3.9626
C -2.9979 -0.9967 4.5503
C -4.1401 -1.1129 3.7813
C -4.0890 -0.7343 2.4458
C -2.8926 -0.3047 1.9228
N -1.7696 -0.2456 2.6600
C 2.4275 1.7073 3.9397
C 3.6041 2.0401 4.5927
C 4.2933 3.1679 4.1675
C 3.7773 3.9117 3.1201
C 2.6006 3.4789 2.5161
N 1.9422 2.3975 2.9121
H -0.8225 0.2320 5.6411
H -0.1427 -1.2653 5.0527
H -3.0034 -1.2267 5.6071
H -5.0641 -1.4653 4.2193
H -4.9614 -0.7745 1.8099
H -2.8127 0.0109 0.8966
H 3.9420 1.4371 5.4232
H 5.2112 3.4677 4.6553
H 4.2656 4.8139 2.7779
H 2.1738 4.0390 1.6894
N 2.0835 -2.7588 4.7323
C 2.5678 -3.1020 3.3563
C 1.8270 -2.3759 2.2211
O 2.0196 -2.7311 1.0879
O 1.1226 -1.3820 2.6747
H 1.1751 -3.1838 4.9135
H 1.9727 -1.7003 4.8885
H 2.7311 -3.1000 5.4430
H 2.4933 -4.1742 3.1949
H 3.6181 -2.8169 3.3112
N 2.4480 4.0897 -2.3760
C 2.6531 3.2447 -1.6260
C 2.8849 2.1669 -0.7069
C 4.1330 1.5772 -0.5432
C 4.2450 0.5602 0.3850
C 3.1270 0.1494 1.0880
N 1.9160 0.6844 0.9008
C 1.8131 1.6905 0.0292
H 4.9858 1.9239 -1.1108
H 5.1954 0.0842 0.5784
H 3.2087 -0.6090 1.8438
H 0.8621 2.1976 -0.0306
C -2.4016 5.5786 -3.3078
C -1.7547 4.3176 -2.8198
C -0.9189 3.5736 -3.6444
C -0.3527 2.3735 -3.2406
C 0.6517 1.7359 -4.1663
C -0.6910 1.8783 -1.9649
As -0.0517 0.0902 -1.5892
N -0.5555 -0.5687 -0.0029
C -1.3369 -1.7700 -0.0784
C -1.0919 -2.8848 0.7124
C -1.9043 -4.0078 0.6272
C -2.9854 -4.0367 -0.2389
C -3.2690 -2.9117 -1.0019
C -2.4621 -1.7925 -0.9104
C -0.4539 -1.1923 -2.9712
C 0.4267 -2.2807 -3.0339
C 1.5816 -2.5101 -2.0932
C 0.2311 -3.2296 -4.0323
C -0.7849 -3.1146 -4.9672
C -0.9608 -4.1273 -6.0604
C -1.6390 -2.0186 -4.8756
C -1.5018 -1.0484 -3.8965
C -2.5185 0.0650 -3.8910
C -1.4021 2.6821 -1.0560
C -1.5502 2.4185 0.4269
C -1.9460 3.8727 -1.5171
H -1.8283 6.0315 -4.1146
H -2.5103 6.3064 -2.5050
H -3.4003 5.3610 -3.6924
H -0.6791 3.9506 -4.6318
H 0.4302 1.9964 -5.2000
H 0.6993 0.6508 -4.1100
H 1.6448 2.1301 -3.9391
H -0.2589 -2.8807 1.3839
H -1.6807 -4.8734 1.2376
H -3.6094 -4.9172 -0.3074
H -4.1306 -2.8974 -1.6566
H -2.7389 -0.8943 -1.4509
H 1.7313 -1.7161 -1.3623
H 2.5071 -2.6165 -2.6609
H 1.4321 -3.4275 -1.5241
H 0.9052 -4.0776 -4.0795
H -0.3140 -4.9899 -5.9133
H -0.7214 -3.6858 -7.0292
H -1.9935 -4.4734 -6.1088
H -2.4532 -1.9237 -5.5864
H -3.5085 -0.3447 -4.0920
H -2.3045 0.7896 -4.6798
H -2.5640 0.6178 -2.9559
H -1.1028 1.4624 0.7278
H -2.5950 2.4042 0.7391
H -1.0605 3.2142 0.9927
H -2.5153 4.4851 -0.8256
*
```

Molar mass: 988.04 g/mol
E_tot: -126611.68228 eV
Frontier orbital gap (spin up / spin down): 6.3 / 6.1 eV
Expectation value of S²: 0.761